The following is a quantum chemistry calculation of 2 unconnected molecules or ions with the total composition C5H15NO2 in a non-equilibrium geometry, from the Open Molecules 2025 dataset.

CARTESIAN COORDINATES (ANGSTROEM)
C: -1.96166 -1.99188 -0.08841
C: -1.34350 -0.81217 0.78591
C: -0.28519 -0.04266 0.06047
C: -0.88987 1.17590 -0.66915
N: 0.66081 0.53178 1.04545
C: 1.70623 1.31124 0.40083
O: 1.46044 2.62088 -0.03474
H: -1.42737 -2.95253 0.37074
H: -3.00504 -2.09635 0.11700
H: -1.88604 -1.89570 -1.21650
H: -2.25707 -0.32888 1.14214
H: -1.10989 -1.09513 1.79756
H: 0.25883 -0.72808 -0.61901
H: -0.24917 1.77945 -1.41005
H: -1.84175 1.14484 -1.17718
H: -1.19952 1.90154 -0.10475
H: 0.26135 0.86942 1.91978
H: 1.99726 0.81551 -0.64584
H: 2.58995 1.28300 1.02652
H: 1.52484 3.24503 0.69383
O: 2.48637 -1.82756 -1.06479
H: 1.85584 -1.64401 -0.50319
H: 2.65414 -1.26366 -1.82662

* energy above the lowest of the compared OMol25 structures with the same formula, charge and spin: 3.324 eV
* spin multiplicity: 1
* M: 121.18 g mol⁻¹
* HOMO-LUMO gap: 0.36391 hartree
* E_HOMO: -9.07 eV
* total energy: -11010.6222 eV